1.
This record from the Open Molecules 2025 dataset describes a structure of composition C37H50ClKN6O8P4 in a non-equilibrium geometry. The level of theory is ωB97M-V/def2-TZVPD.

Output
Largest force on an atom ... 2.63 eV/A
DFT total energy ... -4796.39407 a.u.
Gap between HOMO and LUMO ... 0.23288 Eh

Structure (ORCA input):
```
! wB97M-V def2-TZVPD RIJCOSX def2/J DEFGRID3
* xyz -2 1
K -0.38 -0.35 -0.14
Cl -7.46 2.62 -1.23
C -5.71 2.48 -1.22
C -4.96 3.23 -0.30
C -3.60 3.12 -0.27
C -2.86 2.25 -1.16
O -1.61 2.17 -1.11
C -3.67 1.50 -2.09
C -3.12 0.52 -2.99
N -1.88 0.24 -3.14
C -1.52 -0.84 -3.95
C -0.65 -0.68 -4.99
C -0.17 -1.79 -5.72
C -0.55 -3.06 -5.38
C -1.45 -3.27 -4.31
C -1.87 -4.55 -3.89
C -2.74 -4.67 -2.86
C -3.23 -3.50 -2.24
N -2.87 -2.29 -2.60
C -1.97 -2.16 -3.61
C -5.07 1.63 -2.09
H -5.47 3.88 0.40
H -3.02 3.68 0.45
H -3.87 -0.04 -3.57
H -0.29 0.31 -5.23
H 0.53 -1.63 -6.53
H -0.16 -3.92 -5.91
H -1.46 -5.43 -4.39
H -3.05 -5.64 -2.48
H -3.91 -3.58 -1.40
H -5.65 1.03 -2.78
C -3.08 -1.41 1.43
P -2.90 0.31 2.03
C -4.62 0.51 2.67
C -2.06 0.07 3.65
C -1.91 -1.17 4.26
C -1.29 -1.29 5.50
C -0.79 -0.16 6.13
C -0.91 1.08 5.52
C -1.54 1.21 4.28
P -1.73 2.81 3.38
C -0.47 2.60 2.05
C -0.82 3.97 4.50
H -3.65 -2.02 2.13
H -2.13 -1.91 1.25
H -3.61 -1.38 0.48
H -4.87 -0.30 3.35
H -5.31 0.51 1.82
H -4.71 1.47 3.19
H -2.26 -2.06 3.76
H -1.18 -2.26 5.96
H -0.29 -0.24 7.08
H -0.50 1.95 6.01
H -0.94 2.63 1.06
H 0.06 1.65 2.15
H 0.26 3.42 2.11
H -1.36 4.10 5.44
H -0.79 4.93 4.00
H 0.20 3.65 4.71
C 4.54 0.20 0.59
N 3.66 1.34 0.70
C 3.33 1.62 2.08
C 4.17 2.48 -0.01
C 3.14 3.60 -0.23
N 1.82 3.14 -0.58
C 1.80 2.23 -1.72
C 0.92 4.25 -0.78
H 5.51 0.38 1.09
H 4.74 -0.01 -0.46
H 4.07 -0.68 1.04
H 4.24 1.87 2.67
H 2.84 0.76 2.53
H 2.64 2.47 2.13
H 4.53 2.13 -0.98
H 5.04 2.93 0.50
H 3.56 4.26 -1.01
H 3.06 4.21 0.68
H 2.21 2.70 -2.63
H 0.77 1.94 -1.91
H 2.39 1.34 -1.48
H 1.23 4.88 -1.63
H 0.90 4.88 0.11
H -0.09 3.87 -0.97
O 1.38 -2.42 3.73
P 1.17 -2.19 2.13
O 2.46 -2.52 1.46
O 0.52 -0.86 1.94
O 0.07 -3.35 1.81
P -0.44 -3.76 0.31
O 0.65 -4.87 -0.14
O -1.77 -4.42 0.48
O -0.25 -2.57 -0.57
H 0.67 -1.96 4.19
H 0.46 -5.70 0.31
N 2.63 -2.65 -1.44
C 3.80 -2.23 -1.96
C 5.02 -2.59 -1.33
C 6.20 -2.18 -1.89
C 6.19 -1.43 -3.07
C 4.95 -1.13 -3.61
N 3.78 -1.51 -3.10
H 2.58 -2.85 -0.44
H 1.76 -2.29 -1.81
H 4.98 -3.16 -0.41
H 7.14 -2.44 -1.41
H 7.10 -1.08 -3.53
H 4.89 -0.55 -4.52
*
```



2.
This record from the Open Molecules 2025 dataset describes a structure of composition C37H50FFeN2O2Se. The level of theory is ωB97M-V/def2-TZVPD.

Output
<S²> ... 8.7647
ΔE to the lowest compared entry with this formula, charge and spin ... 22.1 kcal/mol
Largest force on an atom ... 0.95 eV/A
DFT total energy ... -5464.85956 a.u.
Gap between HOMO and LUMO (alpha / beta) ... 0.29086 / 0.25865 Eh

Structure (ORCA input):
```
! wB97M-V def2-TZVPD RIJCOSX def2/J DEFGRID3
* xyz 0 6
Fe -0.34 -1.58 1.82
C -3.03 4.95 -2.19
C -1.85 4.75 -1.24
C -0.55 4.86 -2.04
C -1.89 5.86 -0.18
C -1.88 3.37 -0.57
C -0.94 3.05 0.41
C -0.85 1.76 0.89
Se 0.41 1.34 2.27
C 1.90 0.97 1.12
C 2.61 2.01 0.53
C 3.65 1.73 -0.33
C 3.96 0.38 -0.53
C 3.28 -0.68 0.06
C 2.21 -0.37 0.92
O 1.49 -1.31 1.54
C 3.67 -2.14 -0.23
C 2.50 -2.84 -0.93
C 4.90 -2.25 -1.13
C 3.99 -2.87 1.09
C 4.48 2.81 -1.03
C 5.94 2.70 -0.57
C 4.40 2.61 -2.55
C 3.97 4.21 -0.70
C -1.67 0.72 0.42
O -1.38 -0.55 0.69
C -2.77 1.08 -0.38
C -2.80 2.38 -0.89
C -3.96 0.16 -0.69
C -5.26 0.90 -0.31
C -3.96 -1.16 0.09
C -3.99 -0.16 -2.19
H -2.95 5.94 -2.65
H -3.99 4.90 -1.67
H -3.03 4.21 -3.00
H -0.49 5.83 -2.55
H -0.50 4.07 -2.80
H 0.32 4.76 -1.39
H -1.92 6.84 -0.66
H -1.01 5.83 0.47
H -2.78 5.76 0.45
H -0.26 3.80 0.80
H 2.32 3.03 0.75
H 4.79 0.15 -1.19
H 2.31 -2.38 -1.91
H 1.59 -2.78 -0.34
H 2.73 -3.90 -1.09
H 4.72 -1.81 -2.11
H 5.15 -3.30 -1.27
H 5.77 -1.76 -0.68
H 3.12 -2.91 1.74
H 4.80 -2.35 1.62
H 4.32 -3.89 0.88
H 6.37 1.73 -0.82
H 6.02 2.85 0.51
H 6.55 3.47 -1.07
H 4.82 1.65 -2.85
H 4.97 3.40 -3.06
H 3.37 2.65 -2.89
H 4.04 4.43 0.37
H 2.93 4.34 -1.02
H 4.58 4.95 -1.23
H -3.60 2.63 -1.57
H -5.21 1.21 0.74
H -6.12 0.24 -0.44
H -5.42 1.78 -0.92
H -3.89 -0.98 1.16
H -3.14 -1.81 -0.20
H -4.90 -1.68 -0.11
H -4.03 0.75 -2.79
H -4.87 -0.77 -2.44
H -3.10 -0.72 -2.48
C -3.81 -4.73 1.97
N -4.00 -3.44 2.64
C -5.31 -3.13 3.19
C -2.95 -2.73 2.94
N -1.99 -2.12 3.16
H -4.46 -4.77 1.09
H -4.08 -5.55 2.64
H -2.78 -4.84 1.66
H -6.05 -3.14 2.39
H -5.30 -2.15 3.65
H -5.60 -3.88 3.93
F 1.53 -7.37 1.36
C 0.98 -6.14 1.38
C 0.24 -5.72 0.28
C -0.33 -4.45 0.31
C -0.18 -3.61 1.40
C 0.58 -4.08 2.49
C 1.16 -5.34 2.49
H 0.14 -6.37 -0.57
H -0.90 -4.13 -0.56
H 0.73 -3.46 3.37
H 1.76 -5.70 3.32
*
```



3.
This record from the Open Molecules 2025 dataset describes a cluster of 5 separate species, C37H51Cl8NO3 in total in a non-equilibrium geometry. The level of theory is ωB97M-V/def2-TZVPD.

Output
Largest force on an atom ... 8.51 eV/A
DFT total energy ... -5401.44506 a.u.
SMILES ... CCCCCCCCCCCC1=C(COc2cc(C)ccc2C(C)C)C(=O)C=C(c2ccncc2)C1=O.ClCCl.ClCCl.ClCCl.ClCCl
Gap between HOMO and LUMO ... 0.23347 Eh

Structure (ORCA input):
```
! wB97M-V def2-TZVPD RIJCOSX def2/J DEFGRID3
* xyz 0 1
C 6.43 -4.85 1.28
C 7.53 -3.60 1.34
C 6.91 -2.25 0.56
C 7.66 -0.87 1.03
C 7.07 0.50 0.37
C 5.42 0.55 0.26
C 4.96 0.15 -1.27
C 3.35 0.45 -1.58
C 2.52 -0.87 -1.07
C 1.05 -1.07 -1.84
C 0.11 -1.92 -0.80
C -1.44 -2.12 -1.27
C -2.41 -0.97 -1.44
C -2.00 0.61 -1.16
O -2.87 1.05 -0.02
C -2.27 2.19 0.68
C -2.22 3.63 -0.15
C -1.62 4.99 0.56
C -1.65 6.37 -0.34
C -1.09 4.87 2.11
C -1.10 3.41 2.93
C -1.70 2.02 2.24
C -1.74 0.57 3.07
C -1.01 0.67 4.55
C -3.33 0.16 3.39
C -3.99 -1.30 -1.88
O -4.69 -0.54 -2.73
C -4.63 -2.65 -1.12
C -3.66 -3.80 -0.95
C -4.14 -5.17 -0.18
C -3.19 -5.94 0.89
C -3.73 -7.25 1.63
N -5.01 -8.01 1.53
C -5.84 -7.26 0.55
C -5.58 -5.92 -0.30
C -2.12 -3.63 -1.56
O -1.48 -4.62 -2.20
H 5.58 -4.47 0.55
H 6.95 -5.82 0.85
H 5.95 -5.01 2.34
H 7.68 -3.33 2.48
H 8.58 -3.92 0.92
H 5.76 -2.27 0.78
H 7.10 -2.38 -0.59
H 7.70 -0.87 2.21
H 8.79 -0.96 0.66
H 7.55 0.61 -0.71
H 7.52 1.40 1.00
H 4.99 -0.19 1.08
H 5.10 1.64 0.57
H 5.66 0.71 -2.06
H 5.23 -1.01 -1.40
H 3.19 0.65 -2.72
H 3.09 1.42 -0.93
H 2.33 -0.72 0.10
H 3.15 -1.84 -1.23
H 1.24 -1.63 -2.88
H 0.66 -0.01 -2.12
H 0.60 -3.01 -0.72
H 0.13 -1.43 0.28
H -0.89 0.76 -0.79
H -2.21 1.26 -2.14
H -2.64 3.63 -1.26
H -1.21 6.07 -1.41
H -2.81 6.60 -0.55
H -1.08 7.27 0.13
H -0.68 5.80 2.68
H -0.67 3.40 4.02
H -1.27 -0.32 2.48
H 0.14 0.91 4.50
H -1.57 1.52 5.17
H -1.10 -0.34 5.18
H -3.91 1.18 3.51
H -3.38 -0.39 4.45
H -3.78 -0.56 2.59
H -5.75 -2.69 -0.71
H -2.10 -5.53 1.11
H -2.97 -7.73 2.43
H -6.91 -7.76 0.37
H -6.42 -5.48 -1.00
C 0.06 -0.52 -5.35
Cl 1.37 0.49 -4.71
Cl -0.95 0.39 -6.47
H 0.50 -1.37 -5.87
H -0.55 -0.87 -4.52
C -5.34 -2.27 6.04
Cl -4.03 -1.26 6.67
Cl -6.35 -1.36 4.91
H -4.90 -3.12 5.51
H -5.95 -2.62 6.87
C 0.01 8.69 -3.06
Cl 1.09 7.30 -3.22
Cl -0.08 9.23 -1.39
H 0.39 9.50 -3.68
H -0.99 8.40 -3.40
C -3.30 7.29 -5.04
Cl -2.50 8.86 -4.85
Cl -2.93 6.22 -3.68
H -4.38 7.45 -5.08
H -2.96 6.83 -5.97
*
```



4.
This record from the Open Molecules 2025 dataset describes a cluster of 9 separate species, C37H51F24O22PS in total in a non-equilibrium geometry. The level of theory is ωB97M-V/def2-TZVPD.

Output
Largest force on an atom ... 5.14 eV/A
DFT total energy ... -6232.17657 a.u.
SMILES ... C[C@@H](O)C[C@@H]1OS(=O)(=O)O[C@H]1[PH2]=O.CCOC(=O)C(F)(F)F.CCOC(=O)C(F)(F)F.CCOC(=O)C(F)(F)F.CCOC(=O)C(F)(F)F.CCOC(=O)C(F)(F)F.CCOC(=O)C(F)(F)F.CCOC(=O)C(F)(F)F.CCOC(=O)C(F)(F)F
Gap between HOMO and LUMO ... 0.38557 Eh

Structure (ORCA input):
```
! wB97M-V def2-TZVPD RIJCOSX def2/J DEFGRID3
* xyz 0 1
C 3.80 -2.64 4.18
C 2.84 -2.40 3.07
O 3.49 -2.75 1.85
C 1.55 -3.18 3.21
C 0.34 -2.31 3.33
O -0.31 -2.33 4.61
S -1.79 -2.87 4.55
O -1.82 -4.10 5.14
O -2.69 -1.91 4.92
O -1.86 -3.01 2.99
C -0.70 -2.47 2.33
P -1.21 -0.83 1.66
O -0.07 0.06 1.54
H 3.31 -3.12 4.99
H 4.63 -3.22 3.86
H 4.17 -1.71 4.56
H 2.65 -1.36 3.03
H 3.08 -2.23 1.15
H 1.45 -3.80 2.36
H 1.59 -3.83 4.05
H 0.68 -1.30 3.24
H -0.43 -3.09 1.54
H -1.75 -1.05 0.40
H -2.23 -0.33 2.46
C -2.79 -2.67 -4.50
C -1.29 -2.52 -4.32
O -0.83 -2.86 -2.99
C -0.70 -4.15 -2.74
O -0.87 -5.06 -3.49
C -0.18 -4.34 -1.30
F -0.92 -3.65 -0.39
F 1.08 -3.88 -1.19
F -0.20 -5.62 -0.94
H -3.31 -2.08 -3.75
H -3.08 -2.33 -5.49
H -3.10 -3.71 -4.38
H -1.01 -1.48 -4.44
H -0.73 -3.10 -5.05
C -7.48 -0.97 2.50
C -7.52 -0.62 1.03
O -6.64 0.49 0.72
C -5.36 0.21 0.65
O -4.82 -0.85 0.80
C -4.56 1.49 0.32
F -4.91 2.51 1.12
F -4.77 1.87 -0.96
F -3.26 1.24 0.49
H -7.72 -0.10 3.11
H -8.21 -1.76 2.71
H -6.50 -1.33 2.80
H -8.51 -0.27 0.74
H -7.27 -1.47 0.40
C 4.24 -3.93 -1.87
C 4.08 -2.83 -2.90
O 5.28 -2.04 -3.04
C 6.27 -2.58 -3.73
O 6.29 -3.64 -4.27
C 7.46 -1.60 -3.75
F 7.73 -1.15 -2.51
F 7.17 -0.55 -4.54
F 8.55 -2.21 -4.23
H 4.55 -3.51 -0.91
H 3.31 -4.46 -1.74
H 5.00 -4.64 -2.18
H 3.32 -2.12 -2.59
H 3.79 -3.22 -3.88
C -3.42 4.37 -1.76
C -2.72 5.62 -2.24
O -3.65 6.59 -2.78
C -4.35 7.28 -1.90
O -4.30 7.23 -0.71
C -5.27 8.26 -2.66
F -5.95 7.63 -3.63
F -4.53 9.24 -3.22
F -6.15 8.81 -1.82
H -4.02 3.94 -2.56
H -2.69 3.64 -1.42
H -4.09 4.59 -0.93
H -2.05 5.39 -3.06
H -2.13 6.09 -1.45
C -7.37 2.27 -4.02
C -8.08 1.44 -5.08
O -7.39 0.20 -5.35
C -7.54 -0.77 -4.47
O -8.20 -0.76 -3.47
C -6.74 -2.00 -4.94
F -5.48 -1.63 -5.27
F -7.33 -2.54 -6.02
F -6.68 -2.91 -3.97
H -6.34 2.45 -4.31
H -7.88 3.22 -3.90
H -7.36 1.76 -3.06
H -8.08 1.97 -6.03
H -9.11 1.23 -4.81
C 6.13 -8.34 8.11
C 6.79 -7.09 7.57
O 5.82 -6.10 7.15
C 5.23 -5.41 8.10
O 5.40 -5.49 9.28
C 4.25 -4.41 7.46
F 3.47 -5.02 6.55
F 4.94 -3.44 6.84
F 3.47 -3.85 8.38
H 5.45 -8.75 7.37
H 6.88 -9.08 8.35
H 5.55 -8.13 9.01
H 7.37 -7.31 6.68
H 7.46 -6.64 8.30
C 10.47 -1.98 -0.49
C 9.27 -2.87 -0.25
O 9.58 -4.27 -0.41
C 10.23 -4.84 0.58
O 10.58 -4.35 1.61
C 10.47 -6.33 0.24
F 10.98 -6.46 -1.00
F 9.30 -6.99 0.29
F 11.31 -6.87 1.12
H 10.89 -2.18 -1.48
H 10.18 -0.94 -0.43
H 11.25 -2.17 0.25
H 8.50 -2.67 -0.99
H 8.83 -2.70 0.73
C -4.58 12.00 -1.77
C -3.92 12.63 -0.56
O -3.05 13.72 -0.92
C -3.64 14.87 -1.22
O -4.81 15.11 -1.22
C -2.56 15.91 -1.57
F -1.68 15.41 -2.46
F -1.90 16.26 -0.45
F -3.13 17.00 -2.09
H -3.83 11.68 -2.49
H -5.17 11.14 -1.46
H -5.24 12.71 -2.27
H -3.27 11.91 -0.07
H -4.65 12.97 0.17
*
```